Entry 1:
A molecular structure, C35H30N11O6SbSe4Ti, computed with ωB97M-V with the def2-TZVPD basis set.

Atoms and positions in Å:
Ti -0.29192 -0.98488 -0.19998
O -0.96654 -1.45173 -1.85463
C -1.49578 -2.59623 -2.18358
C -1.70127 -3.67024 -1.27769
C -2.38356 -4.81441 -1.73718
C -2.73284 -5.81271 -0.86514
C -2.41055 -5.76239 0.49050
C -1.68601 -4.68304 0.94827
C -1.30130 -3.63977 0.09865
O -0.56277 -2.65748 0.59199
N -3.49052 -6.96251 -1.37374
O -3.68503 -7.03722 -2.57278
O -3.88731 -7.78212 -0.56561
H -1.79163 -2.71216 -3.22213
H -2.65251 -4.89636 -2.78115
H -2.70957 -6.56521 1.14657
H -1.38004 -4.62135 1.98449
Se 4.42973 3.08618 0.50955
Sb 4.09452 1.62277 -1.41556
Se 1.86783 -1.87822 -1.22918
Se 1.68779 0.30304 -0.43587
Se 3.29616 3.01846 -3.25264
C -3.52577 1.85563 -2.18296
C -2.05076 1.77791 -1.86901
O -1.63171 0.92313 -1.09524
N -1.25894 2.67829 -2.46623
C 0.17818 2.75844 -2.21597
C 0.55417 3.49358 -0.94818
C 1.58267 4.42886 -0.98839
C 1.99974 5.01897 0.18983
C 1.35166 4.68735 1.36829
C 0.32175 3.76730 1.30400
N -0.07957 3.17248 0.18304
H -3.87010 0.87162 -2.49771
H -3.75943 2.58608 -2.95641
H -4.05769 2.12077 -1.26908
H -1.67378 3.33130 -3.10628
H 0.67092 3.22828 -3.06322
H 0.55190 1.73671 -2.15919
H 2.09611 4.62388 -1.91987
H 2.83957 5.69983 0.19220
H 1.66796 5.09508 2.31884
H -0.20718 3.47580 2.20987
C 2.87588 -0.23864 5.17397
N 2.29836 -0.66842 3.91900
C 1.28102 -0.13919 3.22787
N 0.95262 -0.92623 2.22952
C 1.81728 -1.97026 2.36533
N 2.63683 -1.86122 3.38556
C 2.25640 -0.97132 6.34424
C 3.02769 -1.67786 7.25417
C 2.42620 -2.38658 8.29011
C 1.04948 -2.41016 8.41885
C 0.27177 -1.70042 7.50676
C 0.87589 -0.98620 6.48268
C -1.18745 -1.72575 7.59728
N -1.95055 -2.31197 8.45094
N -3.26238 -2.03055 8.06066
C -3.17324 -1.29925 7.00812
O -1.89047 -1.05658 6.65050
C -4.23202 -0.74051 6.16708
C -5.56895 -1.03977 6.41814
C -6.54586 -0.52354 5.58665
C -6.20071 0.27546 4.50094
C -4.87175 0.58119 4.25343
C -4.45880 1.42521 3.06933
N -3.57965 0.70107 2.16879
C -2.24612 0.66741 2.13447
N -1.84564 -0.20885 1.24537
C -3.01369 -0.70041 0.74131
N -4.08963 -0.18437 1.27760
C -3.89267 0.07208 5.09550
H 2.71567 0.83716 5.25469
H 3.94690 -0.42347 5.12524
H 0.87257 0.83663 3.44041
H 1.84180 -2.80418 1.68489
H 4.10568 -1.68681 7.14903
H 3.04043 -2.93816 8.98942
H 0.56622 -2.98042 9.20047
H 0.25694 -0.45366 5.77186
H -5.82276 -1.67978 7.25216
H -7.58647 -0.75146 5.77510
H -6.97252 0.65143 3.84045
H -3.92418 2.31658 3.39914
H -5.32752 1.73107 2.49054
H -1.61059 1.28477 2.74741
H -3.07243 -1.44542 -0.03790
H -2.84906 0.29964 4.91608

Forces on the atoms, in the same order (eV/Å):
Ti 0.763 0.678 -0.131
O -1.014 -0.456 0.095
C 0.138 -0.079 0.026
C -0.070 -0.055 -0.045
C -0.002 0.076 -0.021
C -0.099 -0.117 -0.089
C 0.076 0.036 0.072
C -0.004 -0.101 0.045
C 0.117 0.020 -0.062
O -0.719 -0.571 -0.054
N 0.126 0.125 0.051
O -0.038 -0.023 -0.023
O -0.016 -0.042 -0.005
H 0.009 -0.003 -0.014
H -0.045 0.002 0.015
H -0.002 0.004 -0.005
H -0.002 0.014 0.000
Se 0.301 -0.455 -0.116
Sb 0.615 0.789 -0.193
Se 0.297 0.029 0.441
Se 0.526 0.319 0.034
Se 0.783 -0.556 -0.429
C 0.008 0.007 -0.021
C 0.205 0.233 -0.181
O 0.030 -0.265 0.130
N -0.058 0.002 0.211
C -0.269 0.038 -0.044
C 0.047 0.210 -0.012
C -0.355 0.293 0.121
C -0.091 0.080 0.061
C -0.095 -0.011 0.045
C 0.014 0.031 0.000
N -0.138 -0.123 0.010
H 0.005 -0.010 0.009
H -0.004 0.002 0.008
H -0.007 -0.011 0.004
H -0.041 0.052 0.069
H -0.186 -0.038 -0.002
H 0.036 0.096 -0.064
H -0.136 0.089 0.170
H -0.064 0.019 -0.031
H -0.021 0.014 0.022
H -0.019 0.036 0.034
C 0.008 0.008 0.014
N -0.070 -0.086 0.039
C 0.107 0.188 -0.165
N -0.192 -0.386 -0.053
C -0.055 -0.072 0.151
N 0.019 0.050 -0.008
C -0.022 -0.071 -0.062
C 0.006 0.029 0.049
C 0.004 0.014 -0.003
C 0.008 -0.003 -0.012
C -0.068 -0.030 0.013
C 0.007 0.040 0.001
C 0.169 0.009 0.007
N -0.179 0.026 -0.030
N 0.164 -0.049 0.088
C -0.148 0.063 -0.116
O -0.009 -0.027 0.038
C 0.043 -0.041 0.042
C -0.019 0.002 -0.002
C -0.008 0.019 0.000
C -0.015 0.006 0.030
C 0.046 -0.060 -0.036
C -0.004 -0.048 0.055
N -0.061 -0.004 -0.065
C 0.219 0.113 0.038
N -0.417 -0.375 -0.314
C -0.319 -0.011 0.197
N 0.110 0.082 0.141
C 0.011 0.051 0.006
H 0.025 0.009 -0.003
H 0.006 0.033 0.001
H 0.016 0.010 0.003
H -0.022 0.029 -0.028
H 0.000 -0.012 -0.014
H 0.000 -0.006 -0.004
H 0.005 0.022 0.018
H 0.017 -0.014 -0.022
H 0.005 0.008 0.007
H 0.001 -0.019 -0.013
H 0.007 0.007 -0.005
H -0.006 0.019 -0.035
H 0.005 0.043 0.012
H -0.011 0.066 -0.050
H 0.022 0.012 -0.006
H -0.005 -0.022 -0.034

ΔE to the lowest compared entry with this formula, charge and spin: 281.08 kJ/mol
Kohn-Sham gap (spin up / spin down): 4.8 / 4.8 eV
LUMO (spin up / spin down): 1.1 / 1.1 eV
⟨S²⟩: 0.784
molecular weight: 1186.163 u
charge: -1
2S+1: 2
E: -13101.08686 a.u.

Atom charges from the Mulliken analysis, given in e for atoms 1 to 4: atom 1 (Ti): -0.054, atom 2 (O): -0.301, atom 3 (C): -0.984, atom 4 (C): 1.650

Entry 2:
A molecular structure, C35H31AsFN2O5RhS, computed with ωB97M-V with the def2-TZVPD basis set.

Atoms and positions in Å:
Rh -1.14982 -0.44587 -1.59385
S -2.82284 0.06251 -3.04622
C -4.09955 0.90313 -2.17558
C -5.34658 1.03160 -2.79548
C -6.34856 1.77050 -2.19540
C -6.13799 2.39454 -0.96874
C -4.91369 2.25442 -0.34050
C -3.90471 1.49998 -0.93263
As -2.21680 1.18198 -0.08157
C -1.81409 2.90753 0.67937
C -1.76507 3.10261 2.05199
C -1.51468 4.37386 2.55520
C -1.31025 5.43728 1.69097
C -1.35677 5.23647 0.31659
C -1.60280 3.97259 -0.19041
C -2.63702 0.08150 1.45802
C -1.56109 -0.36682 2.22014
C -1.76882 -1.25112 3.26580
C -3.05179 -1.70574 3.54221
C -4.12084 -1.26966 2.77585
C -3.91651 -0.37466 1.73395
H -5.51782 0.55052 -3.75002
H -7.30806 1.86182 -2.68870
H -6.92412 2.97789 -0.50836
H -4.73345 2.73005 0.61729
H -1.93525 2.27631 2.72967
H -1.48344 4.52902 3.62610
H -1.11279 6.42547 2.08646
H -1.19181 6.06482 -0.35998
H -1.62251 3.81201 -1.26143
H -0.55423 -0.03346 1.98717
H -0.92901 -1.59955 3.85378
H -3.21432 -2.41162 4.34655
H -5.11822 -1.63922 2.97504
H -4.75387 -0.06021 1.12448
C 6.38279 0.75629 -0.84017
C 5.60265 0.70615 0.46872
C 6.32897 -0.03786 1.57969
C 6.44086 -1.51896 1.24921
C 5.07778 -2.08891 0.96483
C 4.80006 -3.41606 1.19097
C 3.53083 -3.92657 0.92809
F 3.31260 -5.23073 1.17328
C 2.52312 -3.14645 0.44579
C 2.78178 -1.79033 0.19938
C 1.71406 -0.95015 -0.34078
O 0.57414 -1.43388 -0.51659
C 2.06181 0.41173 -0.60154
C 3.29759 0.86313 -0.26666
N 4.27681 0.09451 0.24895
C 4.05073 -1.25630 0.46593
C 1.05441 1.35232 -1.22485
O 0.97983 2.49750 -0.81315
O 0.40386 0.83696 -2.21654
H 7.38275 1.15629 -0.66893
H 5.87921 1.39495 -1.56592
H 6.47634 -0.23693 -1.28077
H 5.40363 1.72400 0.80805
H 5.77714 0.08860 2.51407
H 7.31433 0.40814 1.71560
H 6.90466 -2.06512 2.07063
H 7.08688 -1.65906 0.37792
H 5.56279 -4.07739 1.58263
H 1.53457 -3.54375 0.26313
H 3.54232 1.90989 -0.40265
N -0.43877 -1.75510 -3.05305
C -0.71270 -3.17481 -2.76383
C -2.21280 -3.39213 -2.67806
C -2.85132 -2.87473 -1.38930
O -3.81001 -3.45680 -0.92528
O -2.29774 -1.84996 -0.79483
H -0.85385 -1.50447 -3.94658
H 0.55142 -1.53057 -3.09215
H -0.23639 -3.40423 -1.81222
H -0.27432 -3.81169 -3.53658
H -2.44826 -4.45237 -2.75027
H -2.71535 -2.89560 -3.51396

Forces on the atoms, in the same order (eV/Å):
Rh 1.035 0.022 0.071
S 0.017 0.280 -0.055
C 0.075 -0.004 -0.030
C -0.018 0.032 0.020
C 0.010 -0.021 -0.010
C -0.004 0.018 0.015
C 0.011 -0.004 0.011
C 0.000 -0.033 -0.049
As -0.326 -0.952 0.196
C 0.252 -0.018 -0.134
C -0.035 0.030 0.010
C -0.001 -0.010 0.026
C 0.003 0.000 -0.020
C -0.004 0.009 0.018
C -0.023 0.000 -0.032
C 0.070 0.134 0.028
C -0.020 0.036 -0.013
C 0.006 -0.008 0.008
C 0.008 0.000 -0.004
C -0.002 0.012 0.000
C -0.023 0.014 -0.003
H 0.005 0.008 -0.006
H 0.001 0.004 -0.002
H -0.001 -0.004 0.003
H -0.003 -0.001 0.005
H 0.009 -0.003 0.006
H 0.002 -0.001 0.001
H -0.005 0.002 0.001
H 0.001 -0.004 -0.002
H 0.026 -0.003 0.009
H 0.002 -0.021 0.000
H -0.001 0.002 0.002
H 0.000 0.003 0.003
H 0.001 -0.001 -0.002
H 0.008 -0.008 -0.011
C -0.010 -0.025 -0.001
C 0.019 0.002 0.001
C -0.009 -0.015 0.001
C -0.002 0.009 -0.013
C -0.003 0.008 0.004
C 0.006 0.008 -0.007
C 0.003 0.006 0.003
F 0.001 -0.001 0.000
C -0.014 -0.018 0.006
C -0.009 -0.007 0.012
C 0.123 0.226 0.034
O -0.357 0.243 -0.027
C -0.318 -0.249 0.061
C 0.081 0.029 0.119
N -0.051 0.064 -0.061
C 0.014 -0.027 0.000
C 0.231 0.163 -0.102
O 0.096 -0.023 -0.083
O -0.548 -0.043 -0.129
H -0.004 0.011 -0.001
H -0.011 -0.006 0.001
H 0.016 0.000 0.007
H 0.010 0.003 -0.017
H 0.004 0.002 0.003
H -0.001 0.003 0.000
H -0.010 0.001 0.007
H 0.013 -0.009 0.014
H -0.004 -0.004 0.001
H -0.001 0.006 -0.006
H -0.033 0.006 -0.009
N -0.095 0.012 -0.019
C -0.019 0.014 0.011
C -0.024 0.038 0.007
C 0.059 0.051 0.045
O -0.013 -0.028 -0.001
O -0.347 0.078 0.139
H 0.076 0.045 -0.029
H 0.012 -0.062 -0.029
H 0.018 -0.025 0.007
H 0.006 0.029 -0.018
H 0.000 -0.006 0.033
H 0.020 -0.022 -0.019

ΔE to the lowest compared entry with this formula, charge and spin: 0.00 kJ/mol
Kohn-Sham gap: 7.0 eV
LUMO: -0.3 eV
molecular weight: 788.535 u
E: -4682.54820 a.u.

Atom charges from the Mulliken analysis, given in e for atoms 1 to 4: atom 1 (Rh): -0.010, atom 2 (S): -0.501, atom 3 (C): 0.886, atom 4 (C): -0.734

Entry 3:
A molecular structure, C35H31BrIIrN5OS, computed with ωB97M-V with the def2-TZVPD basis set.

Atoms and positions in Å:
Ir -0.41750 0.05705 -0.87653
C -4.34574 1.51765 0.23585
C -4.06590 2.12987 1.44329
C -2.75115 2.18306 1.88405
C -1.75965 1.60053 1.12186
N -2.05422 0.94665 -0.02453
C -3.31013 0.92978 -0.46761
C -0.30811 1.72898 1.41535
C 0.26132 2.53031 2.38868
C 1.64027 2.66646 2.41321
C 2.42088 2.02638 1.46494
C 1.80101 1.22870 0.51836
N 0.47411 1.08563 0.54044
C 2.45906 0.50419 -0.59537
C 3.82180 0.51397 -0.78965
C 4.35558 -0.15344 -1.88514
C 3.49801 -0.77636 -2.76591
C 2.13405 -0.76366 -2.50248
N 1.62724 -0.17131 -1.42325
H -5.35134 1.47690 -0.15762
H -4.85662 2.57479 2.03246
H -2.50201 2.67702 2.81311
H -3.45926 0.42105 -1.40910
H -0.35516 3.05517 3.10451
H 2.10758 3.28768 3.16585
H 3.49362 2.15119 1.46478
H 4.46714 1.03634 -0.09777
H 5.42517 -0.16427 -2.04898
H 3.86063 -1.28734 -3.64683
H 1.41976 -1.27094 -3.13554
O -1.47005 -0.63932 -2.54608
N -2.00505 -1.85848 -2.81281
C -3.27869 -1.79649 -3.29222
C -3.98667 -2.91038 -3.59439
C -3.36959 -4.16148 -3.38784
C -2.08964 -4.20690 -2.93134
C -1.32447 -3.03302 -2.65041
S 0.28289 -3.11528 -2.18270
H -3.64980 -0.79082 -3.42014
H -4.99068 -2.81867 -3.98121
H -3.90430 -5.07773 -3.60146
H -1.57644 -5.14472 -2.77611
C 1.43145 -1.06687 3.59941
N 2.11556 -1.90459 2.64041
C 2.59966 -3.14147 3.23009
C 1.47871 -1.98639 1.33171
C -0.02241 -2.21017 1.25534
C -0.55157 -3.24621 2.03125
C -1.87029 -3.64592 1.94076
C -2.69218 -3.01166 1.02472
C -2.18611 -1.97782 0.25756
C -0.85989 -1.53212 0.35803
H 2.07513 -0.90899 4.46679
H 0.47750 -1.48947 3.95448
H 1.21878 -0.09127 3.15615
H 3.39528 -2.91418 3.94294
H 3.01714 -3.78221 2.45363
H 1.83361 -3.71275 3.77309
H 1.97099 -2.78655 0.77252
H 1.71004 -1.07550 0.79729
H 0.10816 -3.77281 2.70582
H -2.24232 -4.45619 2.55459
H -3.72107 -3.32414 0.89422
H -2.85151 -1.53896 -0.47149
Br 2.95541 3.19542 -3.42331
C 1.96583 4.04077 -2.05687
C 2.60291 5.01253 -1.29542
C 1.91246 5.66966 -0.28915
C 0.58090 5.36555 -0.04288
C -0.05854 4.39957 -0.80367
C 0.63143 3.73486 -1.81305
I -0.38005 2.23643 -2.84960
H 3.63632 5.25420 -1.50377
H 2.41554 6.43041 0.29336
H 0.03469 5.88577 0.73349
H -1.09947 4.16235 -0.62218

Forces on the atoms, in the same order (eV/Å):
Ir -0.042 0.247 -0.253
C -0.016 -0.009 -0.031
C 0.028 0.031 0.057
C -0.091 0.084 0.094
C 0.279 0.025 0.060
N -0.079 -0.130 -0.012
C 0.026 -0.030 0.004
C -0.265 0.057 0.105
C -0.093 -0.008 0.072
C 0.050 0.013 0.031
C 0.085 0.034 0.036
C 0.266 -0.045 -0.097
N -0.224 0.013 -0.091
C -0.012 0.130 0.129
C 0.189 0.057 -0.008
C 0.035 0.049 0.044
C -0.071 -0.018 0.001
C 0.066 0.145 -0.104
N -0.198 -0.166 -0.095
H 0.013 -0.004 0.003
H 0.018 -0.005 -0.006
H -0.017 -0.011 -0.031
H -0.005 -0.028 -0.008
H 0.010 -0.010 -0.015
H -0.010 -0.014 -0.019
H -0.013 -0.006 -0.005
H -0.007 -0.020 -0.018
H -0.020 0.005 0.011
H -0.013 0.018 0.011
H 0.066 0.107 0.012
O 0.253 -0.101 -0.270
N -0.131 0.035 0.236
C 0.072 0.063 0.072
C -0.074 -0.068 -0.020
C 0.019 -0.005 0.004
C -0.002 0.045 -0.003
C -0.003 -0.059 -0.098
S -0.161 -0.272 0.069
H 0.007 -0.006 -0.007
H 0.018 -0.008 0.003
H 0.005 0.018 0.005
H -0.010 0.013 0.002
C -0.047 -0.008 -0.021
N 0.000 -0.049 0.025
C -0.005 0.030 -0.042
C -0.093 0.021 0.050
C 0.088 -0.049 -0.042
C -0.002 0.030 -0.028
C 0.016 0.004 0.009
C -0.011 -0.032 0.007
C 0.081 0.141 -0.013
C 0.020 -0.132 0.086
H -0.002 0.010 -0.007
H 0.050 0.022 -0.008
H -0.022 0.013 -0.007
H -0.002 0.005 -0.001
H -0.003 0.008 0.010
H 0.002 0.002 -0.005
H -0.019 -0.018 -0.024
H -0.009 -0.038 0.037
H 0.015 -0.010 0.007
H 0.012 0.013 -0.013
H 0.005 0.016 -0.001
H -0.038 0.065 -0.008
Br 0.005 -0.039 0.031
C 0.001 0.013 -0.031
C -0.013 0.018 0.033
C 0.003 -0.006 -0.007
C -0.006 -0.009 -0.012
C 0.057 0.012 0.026
C 0.008 -0.075 0.132
I -0.030 -0.119 -0.023
H -0.013 -0.002 0.006
H -0.005 -0.011 -0.010
H 0.009 -0.004 -0.015
H 0.000 0.012 -0.015

ΔE to the lowest compared entry with this formula, charge and spin: 139.37 kJ/mol
Kohn-Sham gap: 5.7 eV
LUMO: -3.7 eV
molecular weight: 968.759 u
charge: +1
E: -5075.37101 a.u.

Atom charges from the Mulliken analysis, given in e for atoms 1 to 4: atom 1 (Ir): -0.413, atom 2 (C): -1.083, atom 3 (C): -0.769, atom 4 (C): -0.677